No. 1
Below is a 2-piece molecular cluster, C24H24FO2S overall in a non-equilibrium geometry, with properties calculated with ωB97M-V with the def2-TZVPD basis set.

Cartesian coordinates (Å):
C -1.990 3.184 -6.373
O -0.840 3.149 -5.494
C -0.862 2.393 -4.364
C 0.292 2.447 -3.540
C 0.356 1.708 -2.379
C -0.703 0.871 -1.994
C -0.568 -0.027 -0.797
C -1.753 -0.343 -0.082
S -1.748 -1.451 1.207
C -3.377 -1.036 1.922
C -2.277 -3.025 0.436
O 0.544 -0.503 -0.483
C -1.830 0.806 -2.817
C -1.945 1.563 -3.980
H -1.710 3.872 -7.175
H -2.199 2.186 -6.782
H -2.872 3.561 -5.840
H 1.111 3.078 -3.871
H 1.238 1.761 -1.753
H -2.700 0.136 -0.330
H -3.509 -1.687 2.791
H -3.340 0.005 2.255
H -4.155 -1.200 1.168
H -2.429 -3.751 1.242
H -3.199 -2.837 -0.125
H -1.458 -3.359 -0.207
H -2.620 0.120 -2.513
H -2.860 1.493 -4.575
F 2.402 -5.591 3.509
C 2.116 -4.268 3.294
C 1.151 -3.666 4.104
C 0.764 -2.375 3.790
C 1.307 -1.671 2.676
C 0.882 -0.324 2.428
C 1.705 0.762 2.043
C 1.258 2.080 2.353
C 1.919 3.195 1.869
C 3.001 3.038 0.991
C 3.497 1.755 0.718
C 2.929 0.641 1.319
C 2.192 -2.392 1.830
C 2.678 -3.643 2.181
H 0.723 -4.201 4.951
H 0.031 -1.859 4.412
H -0.160 -0.083 2.658
H 0.379 2.185 2.989
H 1.580 4.196 2.146
H 3.448 3.908 0.511
H 4.325 1.617 0.022
H 3.380 -0.338 1.196
H 2.448 -1.952 0.869
H 3.452 -4.131 1.592

The total energy is -42915.6587 eV. Its LUMO energy is -5.455 eV. Its multiplicity is 1. Its total charge is +1. As for the frontier orbital gap: 4.7 eV. The HOMO energy comes out at -0.375 Eh.


No. 2
Below is C24H24IrN6O2S as an isolated structure, with properties calculated with ωB97M-V with the def2-TZVPD basis set.

Cartesian coordinates (Å):
Ir -0.642 0.335 0.057
C 3.603 0.382 -1.217
O 2.893 1.637 -1.546
C 1.707 1.530 -1.027
N 1.366 0.397 -0.498
C 2.503 -0.548 -0.650
C 2.889 -1.188 0.661
C 3.058 -2.562 0.755
C 3.481 -3.134 1.950
C 3.735 -2.334 3.055
C 3.580 -0.954 2.964
C 3.163 -0.386 1.769
C 0.734 2.649 -1.066
C 0.900 3.924 -1.576
C -0.203 4.778 -1.573
C -1.442 4.343 -1.106
C -1.528 3.055 -0.605
N -0.449 2.261 -0.576
C -2.731 2.246 -0.284
N -2.565 1.055 0.208
C -3.702 0.235 -0.244
C -4.706 1.304 -0.738
O -3.907 2.550 -0.738
C -3.055 -0.673 -1.278
C -3.514 -1.948 -1.514
C -2.804 -2.805 -2.359
C -1.616 -2.410 -2.962
C -1.146 -1.126 -2.754
C -1.848 -0.243 -1.912
H 4.343 0.648 -0.466
H 4.090 0.026 -2.119
H 2.188 -1.306 -1.370
H 2.873 -3.191 -0.108
H 3.633 -4.203 2.008
H 4.090 -2.778 3.975
H 3.832 -0.324 3.809
H 3.132 0.698 1.684
H 1.856 4.236 -1.975
H -0.103 5.781 -1.967
H -2.317 4.978 -1.148
H -4.104 -0.348 0.582
H -5.551 1.447 -0.071
H -5.043 1.165 -1.761
H -4.414 -2.302 -1.025
H -3.184 -3.804 -2.535
H -1.085 -3.088 -3.615
H -0.265 -0.777 -3.279
H -1.644 0.818 -2.079
N 0.011 0.707 2.002
N 0.069 -0.440 2.831
C -0.210 -1.670 2.361
N -0.040 -2.696 3.170
S -0.799 -1.895 0.776
H 0.955 1.103 1.969
H -0.610 1.381 2.451
H 0.489 -0.303 3.741
H 0.300 -2.605 4.116
H -0.246 -3.629 2.844

The total energy is -51963.1549 eV. Its LUMO energy is -9.873 eV. Its multiplicity is 1. Its total charge is +3. As for the frontier orbital gap: 7.3 eV. The HOMO energy comes out at -0.632 Eh.


No. 3
Below is a 2-piece molecular cluster, C24H24N2O8S overall in a non-equilibrium geometry, with properties calculated with ωB97M-V with the def2-TZVPD basis set.

Cartesian coordinates (Å):
O -2.122 -3.846 -3.225
S -1.785 -2.577 -2.555
O -1.673 -1.473 -3.526
O -2.922 -2.213 -1.393
C -2.807 -2.923 -0.236
C -4.013 -3.081 0.448
C -4.074 -3.748 1.665
O -5.257 -3.908 2.326
C -2.910 -4.265 2.211
C -1.690 -4.118 1.549
C -1.602 -3.428 0.320
C -0.288 -3.193 -0.326
C 0.935 -3.338 0.362
C 2.154 -3.042 -0.255
O 3.337 -3.170 0.427
C 2.176 -2.588 -1.577
O 3.363 -2.272 -2.179
C 0.981 -2.449 -2.273
C -0.237 -2.752 -1.646
H -4.908 -2.661 0.005
H -5.995 -3.587 1.785
H -2.962 -4.795 3.157
H -0.822 -4.564 2.021
H 0.956 -3.654 1.395
H 3.173 -3.359 1.364
H 4.087 -2.451 -1.550
H 1.010 -2.098 -3.303
C 1.743 3.918 2.540
N 1.556 3.548 1.139
C 2.214 2.555 0.527
O 3.035 1.867 1.124
C 1.897 2.252 -0.952
C 0.404 2.079 -1.294
C -0.445 1.517 -0.167
C -1.489 2.289 0.378
C -2.239 1.801 1.462
C -1.943 0.541 2.010
C -0.902 -0.231 1.470
C -0.157 0.252 0.379
N 2.597 3.071 -1.960
C 2.636 4.387 -2.183
C 1.862 5.379 -1.336
O 3.312 4.813 -3.104
H 1.118 4.776 2.791
H 2.791 4.170 2.715
H 1.473 3.075 3.180
H 0.868 4.049 0.603
H 2.313 1.251 -1.078
H 0.320 1.415 -2.155
H -0.015 3.038 -1.596
H -1.721 3.260 -0.034
H -3.044 2.393 1.874
H -2.516 0.167 2.847
H -0.670 -1.193 1.900
H 0.653 -0.338 -0.025
H 3.176 2.556 -2.605
H 2.391 5.533 -0.398
H 0.846 5.039 -1.170
H 1.827 6.326 -1.874

Its structure (SMILES) is O=S1(=O)Oc2cc(O)ccc2-c2cc(O)c(O)cc21.CNC(=O)[C@@H](Cc1ccccc1)NC(C)=O. The total energy is -55472.9414 eV. Its LUMO energy is 0.058 eV. Its multiplicity is 1. As for the frontier orbital gap: 8.6 eV. The HOMO energy comes out at -0.315 Eh. The value obtained for the energy above the lowest of the compared OMol25 structures with the same formula, charge and spin is 7.2 kcal per mole.


No. 4
Below is C24H24N3O2S2Zn as an isolated structure, with properties calculated with ωB97M-V with the def2-TZVPD basis set.

Cartesian coordinates (Å):
Zn 0.617 -0.163 0.080
C -3.955 0.687 -2.221
C -2.682 0.109 -1.612
O -1.722 0.855 -1.509
C -2.690 -1.301 -1.198
C -3.935 -1.952 -1.073
C -4.056 -3.271 -0.713
C -2.881 -4.012 -0.500
C -1.651 -3.428 -0.624
C -1.482 -2.041 -0.943
O -0.287 -1.584 -0.989
H -3.707 1.647 -2.670
H -4.712 0.850 -1.449
H -4.383 0.023 -2.973
H -4.839 -1.383 -1.248
H -5.032 -3.728 -0.606
H -2.948 -5.061 -0.226
H -0.738 -3.985 -0.443
C 3.346 -0.894 3.766
C 2.581 -0.360 2.566
S 1.598 -1.569 1.740
C 2.703 0.929 2.186
C 3.594 1.905 2.911
S 1.915 1.664 0.778
H 3.117 -1.948 3.908
H 3.082 -0.367 4.690
H 4.429 -0.804 3.634
H 4.109 1.452 3.759
H 3.014 2.758 3.281
H 4.348 2.313 2.229
N -4.414 1.334 3.714
C -3.328 1.014 2.909
C -2.939 -0.309 2.714
C -1.868 -0.578 1.884
N -1.191 0.370 1.238
C -1.558 1.636 1.426
C -2.610 2.006 2.239
H -4.656 0.645 4.405
H -4.424 2.273 4.072
H -3.456 -1.122 3.211
H -1.520 -1.593 1.740
H -0.960 2.382 0.913
H -2.861 3.054 2.361
N 1.210 0.846 -2.194
C 0.915 1.934 -2.395
C 0.577 3.315 -2.580
C 1.585 4.272 -2.642
C 1.245 5.605 -2.800
C -0.090 5.978 -2.889
C -1.091 5.019 -2.815
C -0.764 3.682 -2.658
H 2.617 3.964 -2.543
H 2.023 6.357 -2.843
H -0.351 7.022 -3.009
H -2.131 5.314 -2.872
H -1.519 2.908 -2.572

The total energy is -103934.9042 eV. Its LUMO energy is 2.593 eV. Its multiplicity is 1. Its total charge is -1. As for the frontier orbital gap: 5.4 eV. The HOMO energy comes out at -0.104 Eh. The value obtained for the energy above the lowest of the compared OMol25 structures with the same formula, charge and spin is 1.9 kcal per mole.